# 1
Below is C17H16BrN3O12P2RuS as an isolated structure, with properties calculated with ωB97M-V/def2-TZVPD.

Structure (XYZ):
```
53
Properties=species:S:1:pos:R:3:forces:R:3:mulliken_charge:R:1
Ru 0.2647 -1.9699 0.2153 -0.103 -0.092 0.211 1.446
C 3.6676 -3.2551 3.7012 0.010 -0.015 -0.022 -1.818
C 2.7695 -2.4078 2.8191 -0.026 0.047 -0.037 1.064
O 2.9803 -1.0107 3.1605 -0.037 -0.049 -0.012 -0.647
P 0.9975 -2.6698 3.2019 -0.035 -0.033 0.053 0.992
O 0.5481 -4.0957 3.2486 0.034 0.020 -0.014 -0.878
O 0.8799 -2.0344 4.6679 -0.057 -0.011 -0.028 -0.627
O 0.2097 -1.7599 2.2503 0.040 0.028 -0.020 -0.769
P 3.2180 -2.6067 1.0340 0.124 -0.088 0.062 0.615
O 2.8554 -4.1193 0.6936 -0.090 0.037 0.004 -0.597
O 4.6501 -2.3428 0.8461 -0.037 0.020 -0.023 -0.813
O 2.2403 -1.6357 0.3114 -0.025 0.034 -0.062 -0.644
H 3.4957 -3.0202 4.7529 -0.013 -0.005 -0.003 0.395
H 4.7078 -3.0536 3.4480 0.001 -0.005 0.002 0.414
H 3.4524 -4.3111 3.5375 0.019 0.006 0.010 0.372
H 2.7999 -0.4949 2.3624 0.013 0.009 0.014 0.391
H -0.6972 -4.3275 2.5163 -0.015 0.041 -0.012 0.506
H 1.3596 -1.1935 4.6741 0.053 0.026 0.014 0.364
H 1.9047 -4.3236 0.6253 0.018 -0.003 -0.003 0.553
Br -5.7368 4.8192 -0.0602 -0.014 -0.001 0.012 -0.209
C -4.1611 4.5874 -1.0879 0.009 0.003 0.002 0.155
C -3.2773 5.6456 -1.2292 -0.022 0.009 -0.006 -0.428
C -2.1313 5.4723 -1.9825 0.051 -0.062 -0.008 0.032
C -1.8440 4.2427 -2.5871 0.278 -0.191 0.754 -0.165
C -2.7627 3.1921 -2.4420 0.003 0.107 -0.074 -0.138
C -3.9143 3.3660 -1.6958 -0.033 0.030 -0.068 -0.714
N -0.6590 4.1880 -3.3303 -0.981 -0.135 -1.082 -0.829
N -0.2674 3.0913 -3.8671 1.274 0.670 0.221 -0.312
C -0.1082 1.9002 -3.2420 -0.576 -0.508 0.270 -0.216
C 0.0528 0.7878 -4.0899 -0.054 0.262 0.081 -0.290
C 0.1537 -0.5080 -3.6334 -0.010 -0.145 0.070 -1.050
C 0.1408 -0.7724 -2.2615 -0.016 0.078 -0.127 1.352
O 0.2285 -1.9630 -1.7646 0.034 -0.083 -0.049 -0.717
C 0.0572 0.3537 -1.3674 0.017 0.033 -0.010 0.616
N 0.1050 0.0305 -0.0479 0.047 0.006 -0.005 0.056
C 0.1017 0.9736 0.8666 -0.032 -0.040 0.031 -0.346
C 0.0690 2.3253 0.5063 0.011 0.034 -0.042 -1.280
C 0.0029 2.6776 -0.8170 0.033 -0.015 0.045 -0.299
C -0.0391 1.6797 -1.8120 -0.041 -0.012 -0.191 0.439
H -3.4884 6.5954 -0.7574 0.005 0.001 -0.004 0.404
H -1.4295 6.2849 -2.1194 -0.001 -0.001 0.003 0.465
H -2.5796 2.2411 -2.9215 -0.009 -0.026 0.026 0.437
H -4.6186 2.5529 -1.5847 0.003 -0.001 -0.003 0.421
H 0.0545 0.9925 -5.1529 0.013 0.013 -0.004 0.431
H 0.2454 -1.3394 -4.3185 0.014 -0.002 0.008 0.449
H 0.1328 0.6354 1.8943 -0.006 -0.003 -0.001 0.603
H 0.0986 3.0809 1.2786 0.007 -0.004 0.001 0.418
H -0.0035 3.7196 -1.0941 0.024 0.008 0.023 0.679
O -1.5723 -4.4694 1.9499 -0.008 0.002 0.068 -0.478
S -1.3763 -4.0827 0.4817 -0.212 -0.018 -0.065 1.137
O -2.1731 -4.9405 -0.3226 0.057 0.026 0.021 -0.607
O -1.7067 -2.6153 0.3068 0.135 -0.075 0.029 -0.525
O 0.1022 -4.1131 0.2385 0.127 0.075 -0.062 -0.809
```
Forces are in eV/Å.

Results
M ... 729.313 g mol⁻¹
HOMO level (alpha / beta) ... -5.55 / -5.24 eV
2S+1 ... 2
Charge ... -1
Relative energy (zero: lowest compared OMol25 entry of this formula, charge and spin) ... 0.345 eV
Electronic energy ... -148975.68501 eV

# 2
Below is C2H2F2LiOYb as an isolated structure, with properties calculated with ωB97M-V/def2-TZVPD.

Structure (XYZ):
```
9
Properties=species:S:1:pos:R:3:forces:R:3:mulliken_charge:R:1
F -3.0501 0.9963 1.0022 0.669 -2.404 -0.595 -0.541
O -0.1390 -0.6463 0.2663 -2.776 1.904 -2.728 -0.511
Yb -2.5448 -0.9537 0.5590 2.051 1.523 0.135 2.192
Li -2.4722 2.6449 1.0862 -0.143 1.223 0.264 0.943
C 0.7829 -0.4802 -0.7035 -3.145 -9.766 5.502 0.681
C 2.0647 -0.3569 -0.3728 2.325 7.085 -0.735 -0.365
H 2.1027 0.5653 -1.1311 2.323 -1.190 -0.011 0.372
F 0.9213 -1.7554 -1.3313 -1.903 2.093 -1.972 -0.108
H 2.3345 -0.0138 0.6250 0.599 -0.467 0.139 0.337
```
Forces are in eV/Å.

Results
M ... 260.014 g mol⁻¹
HOMO level (alpha / beta) ... -22.43 / -24.04 eV
2S+1 ... 3
Charge ... +3
Relative energy (zero: lowest compared OMol25 entry of this formula, charge and spin) ... 0.000 eV
Electronic energy ... -41286.01807 eV

# 3
Below is a 9-piece molecular cluster, C42H44O24 overall, with properties calculated with ωB97M-V/def2-TZVPD.

Structure (XYZ):
```
110
Properties=species:S:1:pos:R:3:forces:R:3:mulliken_charge:R:1
O 28.4630 38.1620 12.5110 0.537 0.235 0.329 -0.640
C 29.1470 37.1460 12.6240 -2.624 0.647 0.020 0.783
C 28.7180 36.0870 13.5000 3.972 -5.183 0.519 -0.718
C 29.4620 34.7750 13.5630 -5.603 3.481 3.487 0.604
O 29.1880 33.7680 14.5290 0.527 1.106 -1.706 -0.479
C 30.5190 34.4520 12.6080 1.000 0.988 -1.193 0.359
O 31.1120 33.3970 12.6430 -0.099 -0.012 -0.091 -0.501
C 30.8540 35.5530 11.6520 -1.950 5.249 0.201 -0.724
C 30.2140 36.9460 11.7170 5.048 -6.254 -2.049 0.160
O 30.6300 37.8960 10.8620 1.891 -5.252 -0.416 -0.482
H 28.0470 36.4570 14.2320 -0.779 -0.431 0.686 0.363
H 28.3820 33.7500 15.1100 0.966 1.125 -1.294 0.338
H 31.6780 35.4510 10.9380 -0.405 -0.259 0.296 0.597
H 30.2800 38.6910 11.0530 -2.398 4.487 1.271 0.320
O 37.1560 32.8610 2.9290 1.128 -0.312 3.950 -0.669
C 37.5180 32.6440 4.1320 -0.127 -1.358 -3.129 0.798
C 37.8770 31.2550 4.6080 0.172 -0.679 1.900 -0.961
C 38.1430 30.9870 5.9990 -2.476 -3.732 -4.312 0.628
O 37.9790 29.7150 6.5780 1.157 2.395 -0.901 -0.340
C 38.2170 31.9340 7.0200 1.540 5.679 2.577 0.983
O 38.6110 31.7400 8.1750 -0.947 -0.306 -1.891 -0.470
C 37.9730 33.3930 6.5760 -0.726 -1.073 -5.151 -0.888
C 37.6300 33.7020 5.1240 0.498 0.377 8.179 0.120
O 37.2540 34.9760 4.8540 0.892 -1.677 0.791 -0.506
H 37.7710 30.4580 3.7750 0.216 1.223 1.828 0.275
H 37.6850 29.2540 5.8180 -0.567 -1.733 -0.958 0.261
H 38.2480 34.1230 7.3330 -0.486 0.216 -0.386 0.401
H 37.3370 34.9190 3.9240 -0.463 1.049 -2.465 0.343
O 30.3820 29.7370 10.8230 3.627 -0.896 -0.326 -0.699
C 31.6140 29.4080 10.9740 -4.868 1.668 4.129 0.904
C 32.2190 29.4890 12.3070 5.078 -2.857 0.080 -0.510
C 33.6620 28.9070 12.5020 -7.136 5.023 2.089 0.356
O 34.2280 29.1420 13.7230 -0.857 -0.833 -0.054 -0.382
C 34.4860 28.6590 11.3180 1.675 -0.704 2.429 0.388
O 35.6790 28.4630 11.4190 1.084 -0.013 0.630 -0.620
C 33.8950 28.6600 10.1020 -7.827 0.971 -5.223 -0.148
C 32.4060 28.9650 9.9230 6.672 -1.238 -4.385 -0.199
O 31.8480 29.0330 8.6570 2.434 -0.947 1.679 -0.508
H 31.5870 29.8450 13.1350 0.568 -0.217 -0.386 0.283
H 33.5230 29.3300 14.4210 1.165 -0.325 -1.653 0.352
H 34.5110 28.4600 9.2160 -0.464 0.101 0.471 0.403
H 31.0080 29.4730 8.7060 -1.120 0.395 0.506 0.362
O 34.7410 37.8380 11.9530 1.762 1.587 -2.137 -0.594
C 34.2180 37.4740 12.9510 -2.755 -1.526 0.337 0.419
C 34.4910 36.2060 13.5340 2.451 -4.427 5.244 0.284
C 33.8540 35.7320 14.7980 6.417 -0.444 -2.615 0.456
O 34.5610 34.8990 15.7690 -5.710 4.011 -1.250 -0.386
C 32.5860 36.3040 15.1950 -2.433 1.234 1.789 0.617
O 31.8740 35.7950 16.0590 0.747 0.127 -0.871 -0.620
C 32.1850 37.6120 14.6080 3.387 2.991 -5.462 -0.798
C 33.0130 38.1870 13.4520 -3.078 0.596 3.587 0.277
O 32.7700 39.4520 12.8850 -0.938 -1.840 1.997 -0.560
H 35.6270 35.7110 13.2670 -3.579 1.436 0.703 -0.209
H 35.2600 34.4060 15.4290 2.346 -1.627 -1.693 0.567
H 31.3210 38.2400 14.8810 0.411 -0.931 0.214 0.493
H 33.0860 39.6900 12.0000 0.666 -1.165 0.247 0.361
O 34.2560 31.5070 8.4230 0.295 2.002 -3.944 -0.193
C 34.2260 31.8410 7.1810 -0.538 -2.197 3.252 0.355
C 33.9130 30.7180 6.2490 -0.663 2.013 -2.413 -0.607
C 33.6650 30.9800 4.8850 -0.696 -2.966 3.265 0.382
O 33.0540 30.0480 4.0860 1.064 1.469 0.162 -0.507
C 33.7530 32.2980 4.2980 0.495 3.723 3.501 0.436
O 33.4460 32.5790 3.2020 -0.678 -0.328 -3.633 -0.536
C 34.0530 33.4610 5.2380 1.130 -0.705 4.249 -0.438
C 34.2990 33.2530 6.6580 -0.986 -1.194 -6.517 0.591
O 34.6830 34.2430 7.3890 0.197 0.690 0.643 -0.487
H 33.5210 29.8600 6.8050 0.413 -0.056 -0.591 0.281
H 33.2660 29.2370 4.5220 -0.247 -1.307 0.223 0.326
H 34.1870 34.5370 4.9160 -0.336 -1.656 -0.107 0.325
H 35.2200 33.7970 8.0370 0.580 0.473 2.018 0.025
C 40.7530 27.1890 8.8180 2.416 0.555 0.310 -1.038
C 40.0810 27.7120 10.0510 -4.296 2.785 -2.587 0.489
C 39.0150 28.9340 9.8720 -0.242 -2.736 -5.069 -0.358
O 40.1980 27.2880 11.1290 1.439 -1.803 3.148 -0.515
H 40.2490 27.3890 7.8850 -0.175 0.491 -0.087 0.269
H 40.7420 26.1190 8.9670 0.568 -0.391 -0.102 0.370
H 41.8640 27.6140 8.7850 -2.291 -1.071 -0.029 0.235
H 37.7700 28.8880 9.6210 3.803 -0.647 -0.372 0.008
H 39.6640 29.5770 9.2570 -1.256 0.346 -0.530 0.247
H 38.8950 29.4110 10.7070 0.010 2.438 5.416 0.265
C 38.2840 34.8110 11.1700 -0.508 -6.333 1.500 -1.072
C 39.3530 33.9240 11.8980 -2.200 -0.129 0.822 1.061
C 39.9850 34.5630 13.1790 -0.059 -1.909 -1.141 -1.285
O 39.6000 32.7880 11.5460 0.251 0.964 0.383 -0.522
H 37.2540 34.7820 11.4480 -0.364 0.077 0.949 -0.124
H 38.2970 34.4940 10.2020 -0.046 -0.931 -2.888 0.010
H 38.7430 35.6330 11.2250 2.542 7.336 0.341 0.897
H 39.3150 34.5750 14.0380 -0.467 0.490 -0.340 0.243
H 40.4650 35.5030 12.9610 0.018 0.354 0.162 0.431
H 40.6880 33.7870 13.4320 0.871 0.094 0.308 0.357
C 37.7190 31.1680 14.5890 -1.454 -0.443 -3.550 -0.601
C 36.6680 31.9170 15.3300 -1.856 4.537 -0.910 0.809
C 35.9860 31.3270 16.5210 -1.160 -2.630 0.027 -1.145
O 36.3230 33.1000 14.9970 1.591 -3.343 0.330 -0.719
H 38.6990 30.9050 14.8630 0.750 -1.020 2.192 0.506
H 38.1800 31.7150 13.6790 -1.880 -0.256 0.911 -0.206
H 37.0720 30.2580 14.2340 1.739 1.173 0.305 0.183
H 34.9280 31.5940 16.9020 2.209 0.972 -0.744 0.272
H 36.8770 31.4980 17.1380 -0.742 -0.334 1.316 0.365
H 35.7930 30.2000 16.4320 1.132 1.263 -0.056 0.293
C 36.2980 31.8160 11.0110 2.817 3.899 3.223 0.950
C 35.3310 32.9900 10.9430 -0.984 -0.022 -0.599 1.641
C 34.0990 32.9660 11.9640 6.197 5.613 0.643 -1.413
O 35.4110 33.8690 10.0780 0.018 -1.309 1.521 -0.847
H 36.7250 31.7400 12.1590 -0.604 0.916 -2.707 -0.452
H 37.1230 31.7370 10.3090 0.123 0.861 -0.074 -0.021
H 35.9540 30.8980 11.0510 -2.997 -4.411 -0.324 -0.620
H 34.3950 32.6840 12.9450 0.454 -0.299 0.882 0.419
H 33.4870 32.3340 11.6210 -5.048 -4.933 -2.740 0.863
H 33.6690 33.9720 12.0010 0.028 -0.324 -0.119 -0.447
```
Forces are in eV/Å.

Results
M ... 932.790 g mol⁻¹
HOMO level ... -8.91 eV
Charge ... 0
Relative energy (zero: lowest compared OMol25 entry of this formula, charge and spin) ... 1.360 eV
Electronic energy ... -93386.06248 eV

The lowest relative energy (zero: lowest compared OMol25 entry of this formula, charge and spin) belongs to which entry? C2H2F2LiOYb